C34H80N2O28P6S2 | wB97M-V/def2-TZVPD

CARTESIAN COORDINATES (ANGSTROEM)
C: 5.71328 -3.95043 4.01182
C: 4.80852 -5.16429 3.73963
C: 4.25439 -4.92786 2.33307
S: 3.95539 -3.13740 2.17611
O: 2.56921 -2.79188 2.46230
O: 4.67600 -2.67283 1.01995
C: 4.94607 -2.72202 3.67977
H: 6.51723 -4.19412 3.30700
H: 6.12720 -4.10514 5.00807
H: 4.03609 -5.29379 4.50656
H: 5.30720 -6.13210 3.80968
H: 3.33009 -5.43906 2.07592
H: 5.05005 -5.18456 1.63448
H: 4.17960 -2.49308 4.42746
H: 5.40436 -1.74209 3.55174
C: 4.31566 0.94696 0.39896
C: 3.34559 1.05097 -0.77491
C: 3.64189 -0.12825 -1.70124
S: 5.51377 -0.03999 -1.71438
O: 5.80365 1.11924 -2.57541
O: 6.05477 -1.35841 -1.99406
C: 5.71348 0.45736 0.01800
H: 3.84347 0.28844 1.12691
H: 4.38672 1.95727 0.80743
H: 3.45935 1.95069 -1.37814
H: 2.33526 1.00726 -0.36761
H: 3.29225 -0.21240 -2.72664
H: 3.57868 -1.13001 -1.26293
H: 6.58447 1.09649 0.12604
H: 5.92377 -0.47542 0.54245
C: 3.33374 -4.16027 -2.16302
O: 2.17839 -4.99255 -2.49095
P: 1.36468 -5.68392 -1.30713
O: 0.57169 -6.87952 -1.67412
O: 0.59955 -4.48925 -0.61486
C: -0.29846 -4.53727 0.46126
O: 2.44209 -6.02065 -0.13499
C: 3.03459 -7.31317 -0.07852
H: 4.18367 -4.73069 -2.52044
H: 3.34832 -3.83402 -1.12524
H: 3.22760 -3.23318 -2.72662
H: -0.19200 -3.59031 0.99641
H: -0.02425 -5.34049 1.15175
H: -1.37063 -4.59623 0.27512
H: 3.91336 -7.23664 0.56549
H: 3.26459 -7.70254 -1.06660
H: 2.41945 -8.01099 0.49565
C: -1.97815 2.71324 7.04813
O: -1.33322 1.45685 7.12078
P: -0.04282 1.12403 6.22257
O: 0.31788 2.17475 5.24198
O: 1.07986 0.74055 7.28432
C: 0.88739 -0.34566 8.18672
O: -0.44789 -0.24644 5.51410
C: 0.46380 -0.78028 4.55577
H: -1.74807 3.28749 7.94807
H: -3.06685 2.62246 7.10585
H: -1.75631 3.23565 6.11962
H: 0.75333 0.12388 9.16554
H: 1.71092 -1.05217 8.23221
H: -0.04706 -0.89858 8.06896
H: 0.62094 -1.85489 4.60615
H: 1.47146 -0.36416 4.66167
H: 0.16481 -0.45259 3.56413
C: 0.03071 -2.19173 -3.78218
O: -0.47954 -1.47232 -4.87910
P: 0.26113 -0.51468 -5.89258
O: 1.71783 -0.47362 -5.73069
O: -0.22384 -1.07332 -7.30142
C: -1.60600 -0.96672 -7.65057
O: -0.43159 0.91267 -5.89356
C: -0.16842 1.77511 -4.79773
H: -0.07598 -3.26076 -3.98777
H: -0.51488 -1.92072 -2.87937
H: 1.10876 -2.04963 -3.66387
H: -2.28532 -1.45427 -6.95833
H: -1.77444 -1.32663 -8.66636
H: -1.81605 0.09446 -7.80694
H: -1.04294 1.95161 -4.16249
H: -0.00976 2.78193 -5.19066
H: 0.66658 1.49350 -4.15806
C: -3.35891 -0.34597 2.93922
O: -3.37241 -1.24801 1.83442
P: -4.36419 -2.48828 1.75178
O: -4.86140 -3.04690 3.01655
O: -3.54944 -3.44802 0.80336
C: -3.96869 -4.80988 0.63375
O: -5.56927 -2.07325 0.76462
C: -6.54770 -1.17142 1.24989
H: -4.02016 -0.55037 3.78116
H: -3.53428 0.63851 2.50159
H: -2.34722 -0.37769 3.35014
H: -5.01252 -5.00475 0.87129
H: -3.33355 -5.53978 1.13266
H: -3.82893 -4.96514 -0.43734
H: -6.74741 -0.46793 0.43992
H: -6.23978 -0.60891 2.13533
H: -7.50787 -1.60817 1.53065
C: -1.84091 6.80465 0.77174
O: -2.32425 6.35306 -0.47216
P: -3.20128 5.03962 -0.73021
O: -2.56279 3.76869 -0.36532
O: -3.71452 5.23299 -2.21488
C: -4.24842 6.52284 -2.55709
O: -4.45185 5.49879 0.16339
C: -5.52457 4.64179 0.56041
H: -2.65091 7.18893 1.39754
H: -1.09772 7.57854 0.60082
H: -1.38029 5.99590 1.34617
H: -3.65392 7.05922 -3.30185
H: -4.40688 7.23136 -1.75170
H: -5.15140 6.31039 -3.12956
H: -6.01341 5.03925 1.44360
H: -5.28104 3.58410 0.49593
H: -6.31522 4.75887 -0.19490
C: -0.57500 5.14215 -3.47321
O: 0.77961 4.68703 -3.20662
P: 1.63813 5.46273 -2.11534
O: 0.95766 6.66795 -1.60757
O: 1.83648 4.46551 -0.86485
C: 0.66791 3.92350 -0.26292
O: 3.08173 5.60352 -2.78127
C: 3.75649 4.38960 -3.15455
H: -0.55683 5.53394 -4.48690
H: -0.97499 5.88873 -2.79330
H: -1.17227 4.23682 -3.38440
H: 0.82645 3.09438 0.42290
H: 0.09868 3.37822 -1.03131
H: 0.06189 4.77832 0.03529
H: 3.91585 4.27398 -4.22521
H: 3.27882 3.51576 -2.71822
H: 4.77792 4.39649 -2.76897
N: -0.82088 1.05281 0.09549
C: -0.69018 0.19890 -0.96328
C: 0.10216 -0.86772 -0.57629
C: 0.39372 -0.63860 0.75274
C: -0.14084 0.54358 1.18634
H: -1.33563 1.92224 0.06411
H: -1.18775 0.38777 -1.90329
H: 0.28218 -1.78500 -1.11217
H: 0.80287 -1.44548 1.35046
H: -0.33996 0.97191 2.15488
N: -3.49064 -0.65487 -3.24575
C: -3.81526 -1.00018 -1.97366
C: -4.11764 0.18299 -1.32743
C: -3.97723 1.23671 -2.22898
C: -3.53396 0.71322 -3.44909
H: -3.44085 -1.32279 -3.99540
H: -3.91265 -2.03019 -1.67714
H: -4.59753 0.23771 -0.36330
H: -4.31064 2.19956 -1.87405
H: -3.35490 1.14893 -4.41482

Results
energy relative to the best compared isomer or geometry (same formula, charge and spin): 2.5892 eV
Kohn-Sham gap: 8.02 eV
SMILES: COP(=O)(OC)OC.COP(=O)(OC)OC.COP(=O)(OC)OC.COP(=O)(OC)OC.COP(=O)(OC)OC.COP(=O)(OC)OC.O=S1(=O)CCCC1.O=S1(=O)CCCC1.c1cc[nH]c1.c1cc[nH]c1
HOMO: -7.903 eV
multiplicity: 1
LUMO level: 0.1 eV